(1)
Entry from the OMol25 dataset: C19H30F8NO8PS2 in the gas phase in a non-equilibrium geometry (ωB97M-V with the def2-TZVPD basis set).

The geometry in XYZ format:
```
69
Properties=species:S:1:pos:R:3:forces:R:3
C -0.2530 0.6809 -0.3271 0.76 0.02 -0.46
H 4.3164 -0.6278 4.4391 0.21 -0.27 0.12
C -2.4973 1.7738 -0.7923 0.12 0.64 0.32
H -2.1806 1.7112 -1.8243 -0.10 -0.19 -0.25
N -2.4068 -3.9037 -0.9972 -0.48 -0.36 0.43
O 4.2350 -0.3075 2.4005 -0.17 -0.28 0.00
H 2.1828 0.2720 -1.4438 -0.12 0.23 0.25
C 3.6743 -2.1424 -0.7648 0.35 0.12 -0.53
C -0.0024 0.0581 -1.7318 -0.04 0.37 -0.16
H -0.0463 2.5570 -1.3299 0.07 0.18 -0.20
H 5.5996 -1.5176 1.4940 0.17 -0.28 0.00
S 0.5612 -1.5928 0.6756 0.44 -0.07 -0.11
H 1.4575 1.9381 -0.6027 0.15 -0.22 -0.24
C 3.3522 -1.7743 -2.2281 0.02 -0.53 0.68
F 0.7145 4.7237 1.7732 0.37 -0.81 -0.73
F -2.5482 5.2694 -0.5751 -0.32 -0.93 -0.36
S -2.6447 -4.3861 2.2869 -0.08 0.08 -0.48
F -0.9200 1.3741 2.2928 0.27 0.00 0.04
O -0.9855 -1.8413 1.2522 -0.08 0.63 0.04
O -1.8306 -4.7448 -1.5266 0.14 -0.11 -0.43
H -3.4244 1.5879 3.0385 -0.13 0.04 0.21
H -3.5658 1.6296 -0.7114 -0.20 -0.15 -0.11
O -2.2233 3.1210 -0.3615 -0.23 0.22 -0.25
H -3.9864 -0.2369 -1.8328 -0.15 0.21 0.12
C -2.9305 4.0578 -1.0213 0.22 0.56 0.16
F -4.2682 3.9352 -0.8230 0.66 0.06 -0.25
C 1.8694 -1.5503 -2.5096 0.63 1.05 -0.37
C -2.5759 -0.5918 -0.2577 -0.08 -0.13 -0.62
C 4.0408 -0.9519 0.1064 0.04 -0.22 0.35
C -1.7733 0.7317 0.0717 -0.14 -0.45 0.22
H -4.0536 1.7255 1.4017 -0.19 0.05 -0.09
H 2.8294 0.0380 3.8221 -0.15 0.10 -0.02
H 1.2516 -2.2676 -1.9824 -0.10 -0.24 -0.04
H 4.5462 -2.7953 -0.7912 0.11 -0.17 0.10
H -0.4707 0.7433 -2.4339 -0.23 0.00 -0.15
H -3.2530 -1.7975 -1.9396 -0.02 -0.16 0.04
C -2.0102 -1.9293 0.3182 -0.48 -0.71 -0.18
O 0.1986 2.8927 0.6763 0.47 0.44 0.10
C -3.1737 1.8460 2.0171 0.51 -0.14 -0.09
H 2.8666 -2.7435 -0.3517 -0.10 -0.01 0.20
C -3.0498 -0.7626 -1.7013 0.06 0.01 -0.33
F -2.7125 4.0153 -2.3673 -0.27 0.02 0.73
F 1.3920 4.5156 -0.3000 0.10 -0.20 0.45
C 0.3922 2.0637 -0.4697 -0.30 0.34 0.52
C 1.1459 3.8357 0.8484 -0.26 0.24 0.46
F -3.8182 -0.4513 0.4127 -0.09 0.22 0.29
H 4.0176 -2.2870 1.7672 -0.05 -0.08 0.31
H -4.4521 -3.1079 0.5128 0.00 0.40 -0.14
C 3.6125 -0.6869 3.6112 -0.09 0.57 0.13
H -2.8131 2.8655 1.9947 -0.12 0.23 -0.05
H -2.2476 -0.0290 2.0713 0.16 -0.39 -0.28
H 3.7289 -2.5788 -2.8532 -0.04 -0.11 -0.22
O -1.5402 -2.8050 -0.7129 0.55 0.68 0.18
C 1.4652 -0.0900 -2.1690 -0.05 -0.84 0.04
H 3.2105 -0.2766 0.2886 -0.19 0.12 -0.14
P -3.3630 -2.8440 1.3500 0.39 -0.96 1.10
C 4.5214 -1.3599 1.4996 -0.01 0.40 -0.35
H 1.6100 0.4780 -3.0804 0.14 0.34 -0.03
H -0.5007 -0.8932 -1.8800 -0.01 -0.19 0.27
H 1.7593 -1.6524 -3.5855 -0.47 -0.38 -0.13
O 0.5902 0.0248 0.6449 -0.67 -0.25 0.30
H 3.9309 -0.8869 -2.4777 0.01 0.16 -0.26
H -2.3713 -0.3796 -2.4490 0.19 -0.09 -0.05
O 1.3782 -1.9237 1.7999 0.01 -0.05 0.18
C -2.0236 0.9229 1.6080 -0.63 0.45 0.62
H -3.8210 -1.9272 2.3018 -0.01 0.36 -0.40
F 2.3228 3.3164 1.2762 -0.60 0.37 -0.35
H 4.8269 -0.4001 -0.4033 0.04 0.28 -0.07
H 3.1371 -1.6600 3.5559 0.09 -0.22 -0.02
```
Positions in Å, forces in eV/Å.

frontier orbital gap	8.26	eV
DFT total energy	-3335.1634	Ha
energy above the lowest of the compared OMol25 structures with the same formula, charge and spin	0.000	eV
HOMO	-9.150	eV
2S+1	1
LUMO level	-0.89	eV

***

(2)
Entry from the OMol25 dataset: a molecular structure, C40H51N8O3P2ReTe (ωB97M-V with the def2-TZVPD basis set).

The geometry in XYZ format:
```
106
Properties=species:S:1:pos:R:3:forces:R:3
C 0.0517 -2.5978 -3.6403 -0.05 -0.14 0.05
C -2.6838 -2.1509 3.5038 -0.05 0.00 0.12
H 7.2724 -1.1284 2.8653 0.01 -0.04 -0.01
H -2.2168 -4.0018 -0.7734 0.04 -0.03 0.01
C -0.1711 2.9787 2.3203 0.07 -0.09 0.04
C 4.3504 -0.8159 -0.7608 -0.40 -0.12 -0.14
O 0.2071 -0.1232 3.3485 -0.30 -0.27 -0.16
H 0.1836 2.6163 3.2874 0.01 -0.02 -0.07
C 1.3310 -0.1900 2.8627 0.12 0.20 -0.10
H 3.1246 -3.6707 -0.2631 0.03 0.01 -0.06
C -0.8846 -2.7328 -1.5815 0.11 -0.03 0.30
H -3.2222 2.0385 0.3090 0.01 0.04 -0.02
C 3.5478 -4.1470 2.7116 0.08 0.00 0.03
H 5.9882 -1.5009 -5.1658 -0.01 0.01 0.07
O -2.1244 -1.4934 1.3601 -0.10 -0.32 0.42
H -2.8018 2.1848 3.2133 -0.01 -0.03 0.03
N 3.0820 1.6467 -2.8613 0.12 0.02 -0.51
H -2.4217 3.6781 -1.4390 -0.01 -0.01 -0.01
C -2.3829 -2.8383 4.6612 -0.05 0.04 -0.03
H -2.1683 0.2240 -3.2420 -0.01 0.02 0.04
C 6.0109 -0.4909 -2.4452 0.07 -0.01 -0.03
C 3.1672 -2.9374 2.1549 0.03 -0.01 0.07
C 4.0963 -1.9235 1.9554 0.11 0.08 0.14
H -1.1458 -5.4473 -2.5774 0.02 0.00 0.02
H 6.9597 -1.1642 1.1285 -0.02 0.00 -0.02
C 5.4314 -2.1034 2.3225 0.04 0.02 0.01
H 4.9106 1.9955 -0.6512 0.01 -0.02 0.00
N -1.5966 -3.2339 -0.5796 -0.06 0.32 0.07
H 0.6912 3.2149 1.6944 -0.03 0.01 0.01
H -0.0668 -2.7801 1.6443 0.02 0.02 0.03
N 1.5340 -0.3434 1.5107 -0.06 0.12 0.11
C 4.2338 1.2687 4.8417 0.01 -0.03 0.03
C 6.4921 -1.0493 2.1097 -0.10 -0.10 -0.01
H 2.0617 -2.2612 -0.3092 0.00 0.04 0.00
C 4.8721 -4.3376 3.0896 -0.04 0.02 -0.01
H -0.9604 -4.1142 5.6450 -0.01 0.03 -0.03
H 6.4600 1.8164 -1.4567 0.00 -0.01 -0.01
C -1.2066 -3.5648 4.7462 -0.03 -0.03 0.08
C 2.5660 1.2747 -1.7953 0.21 0.28 0.56
N 2.1817 1.1447 -0.6675 -0.74 -0.30 -0.59
H 2.1949 -2.0041 4.6761 0.04 0.00 -0.03
H 6.0914 -3.1590 -4.5713 0.02 0.00 0.03
C 0.3679 -1.4021 -2.7632 0.08 0.06 0.13
C 6.3270 -2.1224 -4.3324 -0.05 0.06 0.03
C 4.6153 -2.4201 -2.5104 -0.04 -0.03 -0.08
H -1.9085 0.7044 3.6524 0.00 0.03 -0.10
C 4.5654 0.2049 5.6685 -0.01 -0.01 -0.03
C 5.3728 -0.0213 -1.3051 -0.03 0.02 -0.05
H -1.8451 -2.5661 0.1908 -0.03 -0.02 -0.06
N -0.7923 -3.3704 -2.7573 -0.04 -0.04 -0.16
C 5.7726 1.3338 -0.7655 -0.08 -0.08 0.07
H -3.0834 -2.8000 5.4837 0.02 0.00 -0.02
C 3.8266 -0.9729 5.6105 0.01 0.01 -0.01
C -2.3644 2.6909 0.5080 0.01 0.00 0.02
C 2.4750 -0.0493 3.8439 0.13 -0.03 -0.15
H -3.0992 1.7097 -2.9612 -0.01 -0.01 -0.02
H 6.7886 0.1197 -2.8939 -0.03 -0.03 0.03
C -0.6848 -2.8574 2.5257 0.05 0.00 0.07
H -0.4541 -2.2909 -4.5555 -0.05 0.03 -0.01
H 0.9717 -3.1214 -3.9081 0.03 0.01 -0.02
H 2.9212 1.9800 3.2982 0.04 -0.01 -0.01
C 2.7824 -1.0945 4.7084 -0.07 0.02 0.14
Re 0.0425 0.3096 -0.0092 0.45 0.04 -0.01
H 2.8212 -4.9406 2.8467 0.03 0.02 0.01
O 0.9951 -0.4430 -3.1367 0.12 0.15 -0.02
H -1.3730 -4.7544 -4.1836 0.01 0.00 -0.02
H -3.5832 -1.5740 3.3540 0.03 -0.01 -0.02
H 6.0919 -0.0362 2.1720 -0.04 0.03 0.04
H 6.8267 -3.4717 3.1979 -0.04 0.00 -0.01
C 2.7834 -2.8410 -0.8838 0.10 0.03 -0.07
H 7.4104 -2.0211 -4.2568 -0.02 0.00 -0.01
C 5.7954 -3.3236 2.8957 0.00 0.03 0.02
C 3.9406 -2.0043 -1.3690 -0.05 0.05 0.05
C -0.1628 2.4756 -3.0340 0.05 -0.10 -0.01
H 2.1357 -2.7740 1.8685 0.04 0.01 0.07
N -1.8373 -2.1667 2.4615 0.07 0.21 -0.38
C -2.3835 1.2481 2.8382 0.09 -0.11 0.09
H -0.8461 3.1651 -3.5323 0.02 0.01 -0.02
H 0.6818 3.0374 -2.6334 -0.03 0.00 -0.03
H 0.5774 -4.1202 3.6684 -0.01 0.02 0.01
P -1.0444 1.6648 -1.6691 0.02 0.20 0.21
C 5.6523 -1.6851 -3.0606 0.08 -0.01 -0.12
H -2.7385 3.5407 1.0847 0.03 -0.02 0.02
H 0.2192 1.7464 -3.7465 -0.02 0.01 0.04
C -1.5140 -4.5762 -3.1215 0.10 0.08 0.05
C -2.5017 0.9337 -2.4816 0.02 -0.12 -0.01
H 5.1837 -5.2738 3.5371 -0.01 0.04 -0.03
H 5.3886 0.2963 6.3672 -0.05 0.00 -0.02
H -3.1828 0.6516 2.3983 0.07 0.00 0.02
N -0.1741 -1.5813 -1.4998 -0.13 0.06 -0.24
H -0.7636 3.8825 2.4717 0.02 -0.02 0.05
H -2.5852 -4.4667 -2.9427 -0.02 0.03 0.00
H 4.2909 -3.3306 -3.0058 0.04 0.01 0.03
H 2.2529 -3.2631 -1.7396 0.03 -0.01 0.00
Te 3.5105 -0.0757 1.0422 0.38 -0.46 0.13
C 3.1907 1.1414 3.9317 -0.05 0.03 0.05
C 3.4441 0.9870 -3.9544 -0.13 -0.07 0.28
H -3.1089 0.3976 -1.7517 -0.01 0.02 -0.02
P -1.1931 1.6802 1.5299 -0.14 0.14 -0.47
H 6.2753 1.2670 0.2016 0.00 -0.02 0.02
H 4.0686 -1.7992 6.2688 -0.02 0.05 -0.03
C -0.3556 -3.5731 3.6546 0.09 0.01 -0.05
H 4.7825 2.2003 4.9063 -0.02 -0.03 -0.01
C -1.7244 3.1328 -0.7991 -0.02 -0.07 0.02
H -0.8719 3.7934 -0.6087 -0.02 0.01 0.01
N 3.8138 0.4990 -4.9348 -0.07 0.06 0.15
```
Positions in Å, forces in eV/Å.

frontier orbital gap (alpha / beta)	7.26 / 7.04	eV
DFT total energy	-3247.3690	Ha
energy above the lowest of the compared OMol25 structures with the same formula, charge and spin	1.427	eV
HOMO (alpha / beta)	-9.400 / -9.428	eV
2S+1	4
total charge	+1
LUMO level (alpha / beta)	-2.14 / -2.39	eV

***

(3)
Entry from the OMol25 dataset: 2 unconnected molecules or ions with the total composition C6H4IN4O2 in a non-equilibrium geometry (ωB97M-V with the def2-TZVPD basis set).

The geometry in XYZ format:
```
17
Properties=species:S:1:pos:R:3:forces:R:3
O 0.4733 2.5851 1.9868 -0.15 -0.48 0.21
N 0.3220 0.5799 -1.4842 0.05 0.23 0.21
H -0.6798 -2.0139 1.9235 0.01 0.07 0.11
C 0.1256 0.6655 0.6612 0.17 0.21 -1.45
C -0.5637 -2.8204 -1.2216 0.20 0.28 -0.99
H 0.6398 2.9015 1.0807 0.04 0.20 -0.16
H -0.7228 -3.7107 -1.8176 -0.03 -0.07 0.01
C -0.5400 -1.8876 0.8602 0.07 0.07 -0.41
C 0.1349 1.2878 1.9859 0.14 0.85 0.86
I 1.1794 5.4087 -1.4914 -0.03 -0.19 0.06
O -0.1360 0.6988 3.0088 0.10 0.05 -0.61
H 0.5083 0.9485 -2.4026 0.01 0.08 0.00
C -0.1797 -0.6706 0.2850 0.01 -0.21 -0.55
N -0.2260 -1.7355 -1.9094 0.01 0.07 0.05
N -0.7219 -2.9519 0.0844 -0.15 -0.06 1.00
N 0.4227 1.3864 -0.4191 -0.23 -0.54 0.89
C -0.0362 -0.6717 -1.1307 -0.21 -0.56 0.75
```
Positions in Å, forces in eV/Å.

frontier orbital gap	5.54	eV
DFT total energy	-898.3736	Ha
energy above the lowest of the compared OMol25 structures with the same formula, charge and spin	0.000	eV
HOMO	-3.686	eV
2S+1	1
total charge	-1
LUMO level	1.85	eV